Record 1
{"formula": "C5H5NO", "method": "wB97M-V/def2-TZVPD", "species": ["C", "C", "C", "O", "C", "C", "N", "H", "H", "H", "H", "H"], "xyz": [[-1.2691, 1.8179, -1.1428], [-1.4713, 0.7539, -0.6119], [-1.1845, -0.5230, 0.0461], [-1.9647, -1.2062, 0.6648], [0.2770, -0.8125, -0.1909], [1.2624, 0.0575, 0.4786], [1.1963, -1.3792, 0.7686], [-1.0814, 2.7598, -1.6070], [0.4610, -1.0896, -1.2284], [0.8990, 0.7507, 1.2367], [2.1251, 0.4083, -0.0813], [0.7503, -1.5377, 1.6676]], "forces_ev_per_a": [[-0.3, -0.4, 0.2], [0.1, 0.6, -0.3], [-0.1, -0.3, 0.2], [0.4, 0.4, -0.2], [0.0, 0.0, -0.2], [0.2, 0.2, 0.1], [0.0, -0.1, 0.2], [-0.2, -0.1, 0.0], [0.0, 0.0, 0.1], [0.0, -0.1, -0.2], [0.0, -0.2, 0.2], [-0.1, 0.0, -0.1]], "relative_energy_kj_mol": 338.2, "smiles": "C#CC(=O)[C@H]1CN1", "multiplicity": 1, "homo_lumo_gap_ha": 0.36626, "total_charge": 0}

=====

Record 2
{"formula": "C5H5NO", "method": "wB97M-V/def2-TZVPD", "species": ["O", "C", "C", "C", "C", "C", "N", "H", "H", "H", "H", "H"], "xyz": [[-0.0288, 0.7082, 1.6031], [0.2792, 0.2092, 0.4296], [1.6291, -0.2199, 0.2221], [2.7494, -0.5957, -0.0098], [-0.6860, 0.6588, -0.6716], [-1.5749, -0.4607, -0.5113], [-1.9854, 0.7079, 0.0038], [3.7437, -0.9313, -0.2121], [-0.4230, 1.2670, -1.5295], [-0.6632, -1.0326, 0.3265], [-2.0239, -1.2480, -1.1068], [-1.0164, 0.9369, 1.4562]], "forces_ev_per_a": [[-0.1, -0.1, -0.1], [0.0, 0.1, -0.1], [0.5, -0.2, -0.1], [-0.5, 0.1, 0.1], [0.3, 0.1, -0.1], [-0.3, 0.1, -0.1], [0.0, -0.1, 0.0], [-0.2, 0.1, 0.0], [0.0, -0.1, 0.1], [0.1, 0.0, 0.1], [0.1, 0.1, 0.1], [0.1, 0.0, 0.0]], "relative_energy_kj_mol": 656.3, "multiplicity": 1, "homo_lumo_gap_ha": [0.30005, 0.30002], "total_charge": 0}

=====

Record 3
{"formula": "C5H5NO", "method": "wB97M-V/def2-TZVPD", "species": ["N", "C", "C", "O", "C", "C", "C", "H", "H", "H", "H", "H"], "xyz": [[1.5589, 2.0819, -1.3802], [1.1807, 1.0456, -1.0291], [0.7347, -0.3008, -0.6229], [1.2261, -0.6479, 0.7373], [0.3151, -0.5113, 1.6815], [-0.8362, 0.2162, 1.0040], [-0.7459, -0.4783, -0.3512], [1.1719, -1.0275, -1.3070], [-0.8224, -1.5419, -0.0904], [-1.8135, 0.1676, 1.4860], [-0.5059, 1.2731, 1.0145], [-1.4635, -0.2767, -1.1424]], "forces_ev_per_a": [[-0.5, -1.1, 0.4], [0.3, 0.8, -0.2], [-0.1, -0.2, -0.1], [-0.1, 0.0, 0.4], [0.5, 0.8, 0.0], [0.0, -0.2, 0.1], [-0.1, -0.1, -0.2], [0.0, 0.0, 0.1], [-0.3, 0.0, -0.5], [0.3, -0.2, 0.1], [-0.2, -0.2, -0.3], [0.2, 0.5, 0.0]], "relative_energy_kj_mol": 324.4, "multiplicity": 1, "homo_lumo_gap_ha": 0.34989, "total_charge": 0}

=====

Record 4
{"formula": "C5H5NO", "method": "wB97M-V/def2-TZVPD", "species": ["N", "C", "C", "C", "C", "C", "O", "H", "H", "H", "H", "H"], "xyz": [[0.6285, 2.4988, 0.6970], [0.2001, 1.6102, 0.0983], [-0.4731, 0.5608, -0.6102], [-1.2152, -0.5267, 0.1229], [0.1284, -0.8223, -0.4428], [1.2771, -0.7070, 0.5276], [2.2613, -0.0820, 0.2278], [-0.8768, 0.9190, -1.5500], [-1.2854, -0.4423, 1.2039], [-2.1041, -0.8951, -0.3721], [0.3058, -1.3617, -1.3659], [1.1145, -1.0564, 1.5709]], "forces_ev_per_a": [[-0.1, -0.6, -0.4], [-0.5, 1.3, 0.8], [0.0, 0.2, -0.2], [-0.2, 0.0, 0.1], [0.1, 0.4, -0.2], [0.4, 0.4, -0.1], [0.1, -0.8, 0.2], [0.1, -0.4, -0.1], [0.0, 0.0, -0.1], [0.1, -0.1, 0.1], [-0.1, -0.2, 0.2], [0.1, -0.2, -0.3]], "relative_energy_kj_mol": 177.1, "smiles": "N#C[C@@H]1C[C@@H]1C=O", "multiplicity": 1, "homo_lumo_gap_ha": 0.39741, "total_charge": 0}

=====

Record 5
{"formula": "C5H5NO", "method": "wB97M-V/def2-TZVPD", "species": ["C", "C", "C", "C", "C", "N", "O", "H", "H", "H", "H", "H"], "xyz": [[-0.4914, -0.9898, 0.4168], [-0.7682, 0.3082, -0.1964], [0.4727, 0.8234, -0.7234], [1.0839, 1.3850, 0.4597], [0.1601, 0.3413, 0.9122], [3.0762, -0.1385, 0.3653], [3.0095, -0.4933, -0.7455], [-1.1843, -1.3402, 1.2035], [0.2971, -1.7504, -0.0720], [-1.7937, 0.8176, -0.1022], [0.9530, 0.1149, -1.3805], [1.3058, 2.3967, 0.7360]], "forces_ev_per_a": [[2.8, -2.0, 0.9], [-5.1, 1.6, 0.6], [0.6, 0.1, 0.5], [1.3, -1.5, -0.4], [0.5, 0.2, -1.6], [-1.2, 1.0, -1.5], [0.1, 0.0, 1.5], [0.4, -0.3, -0.8], [-2.3, 1.5, 0.9], [1.6, -0.7, -0.6], [1.0, 0.0, -0.1], [0.2, 0.0, 0.6]], "relative_energy_kj_mol": 998.4, "multiplicity": 1, "homo_lumo_gap_ha": [0.24021, 0.23868], "total_charge": 0}

=====

Record 6
{"formula": "C5H5NO", "method": "wB97M-V/def2-TZVPD", "species": ["O", "C", "C", "C", "C", "N", "C", "H", "H", "H", "H", "H"], "xyz": [[-1.4081, -0.4598, 2.1383], [-1.1881, -0.5568, 0.9553], [-0.3131, 0.4141, 0.1927], [-0.5550, 0.3520, -1.3320], [0.7086, 0.4968, -1.7308], [1.7439, 0.5885, -1.0392], [1.2243, -0.0455, 0.2270], [-1.5771, -1.4171, 0.3676], [-0.4052, 1.4020, 0.6621], [-1.4018, -0.0798, -1.8429], [1.3222, -1.1395, 0.2294], [1.7769, 0.3709, 1.0730]], "forces_ev_per_a": [[0.1, -0.1, -0.5], [0.1, 0.1, 0.4], [-0.1, -0.2, 0.2], [-0.2, -0.2, 0.5], [0.4, 0.3, -1.0], [-0.1, -0.3, 0.1], [0.0, 0.2, 0.4], [0.0, 0.1, 0.1], [0.0, -0.1, -0.1], [0.1, 0.1, 0.0], [0.0, 0.2, -0.1], [-0.1, -0.1, -0.1]], "relative_energy_kj_mol": 438.9, "smiles": "O=C[C@@H]1C=C=NC1", "multiplicity": 1, "homo_lumo_gap_ha": [0.27942, 0.30069], "total_charge": 0}

=====

Record 7
{"formula": "C5H5NO", "method": "wB97M-V/def2-TZVPD", "species": ["N", "C", "C", "C", "C", "C", "O", "H", "H", "H", "H", "H"], "xyz": [[-0.0290, -1.7212, -1.9596], [0.2156, -0.6853, -1.5056], [0.2491, 0.5845, -0.8132], [1.0207, 0.7807, 0.4707], [-0.4462, 0.4733, 0.5360], [-0.9200, -0.9603, 0.7814], [-1.8009, -1.4793, 0.1460], [0.1007, 1.4323, -1.4738], [1.7590, 0.0468, 0.7835], [1.3136, 1.8127, 0.6655], [-1.1173, 1.2701, 0.8547], [-0.3453, -1.5542, 1.5144]], "forces_ev_per_a": [[0.8, 1.0, 0.1], [-0.1, -0.8, -0.7], [-0.1, 0.0, -0.3], [0.1, -0.1, 0.0], [-0.1, -0.1, 0.0], [-0.2, -0.1, 0.0], [0.0, 0.6, 0.8], [-0.1, 0.0, 0.3], [-0.2, 0.0, -0.1], [-0.1, -0.3, 0.0], [0.0, -0.3, -0.2], [0.0, 0.1, 0.1]], "relative_energy_kj_mol": 184.9, "smiles": "N#C[C@@H]1C[C@@H]1C=O", "multiplicity": 1, "homo_lumo_gap_ha": 0.39421, "total_charge": 0}

=====

Record 8
{"formula": "C5H5NO", "method": "wB97M-V/def2-TZVPD", "species": ["C", "C", "C", "C", "N", "C", "O", "H", "H", "H", "H", "H"], "xyz": [[-2.0178, 0.8251, 0.2610], [-0.7525, 0.7325, 0.0501], [0.3306, 0.1900, -0.4759], [0.9794, 0.8818, -1.5358], [1.5714, 1.4799, -2.3292], [1.0657, -0.8838, 0.3002], [0.2228, -1.6664, 1.1063], [-1.9187, 0.0072, -0.5521], [-2.6932, 1.4340, 0.8966], [1.8156, -0.3430, 0.8889], [1.5851, -1.5675, -0.3741], [-0.1884, -1.0898, 1.7641]], "forces_ev_per_a": [[0.7, -0.7, -0.9], [0.9, 0.5, 0.3], [0.5, 0.6, 0.6], [0.8, 0.5, -0.5], [-0.4, -0.5, 0.3], [0.5, 0.0, -0.1], [-0.1, 0.2, 0.1], [-3.4, 0.6, 0.9], [0.5, -0.9, -0.9], [0.2, -0.3, 0.1], [-0.1, 0.1, 0.0], [0.0, -0.2, -0.1]], "relative_energy_kj_mol": 385.7, "smiles": "C=C=C(C#N)CO", "multiplicity": 1, "homo_lumo_gap_ha": 0.35236, "total_charge": 0}

=====

Record 9
{"formula": "C5H5NO", "method": "wB97M-V/def2-TZVPD", "species": ["C", "C", "C", "O", "C", "C", "N", "H", "H", "H", "H", "H"], "xyz": [[2.7060, -0.3762, -0.3481], [1.8569, -0.2587, 0.5014], [0.5146, 0.0834, 0.9647], [0.1086, 0.1156, 2.1039], [-0.3184, 0.4024, -0.2408], [-1.5391, -0.4266, -0.4454], [-1.6368, 0.9707, -0.0728], [3.4371, -0.4590, -1.1214], [0.2778, 0.7158, -1.0935], [-1.7482, -1.1951, 0.2966], [-1.8359, -0.6552, -1.4676], [-1.8227, 1.0830, 0.9230]], "forces_ev_per_a": [[-0.1, 0.0, 0.4], [0.4, 0.0, -0.6], [-0.2, 0.0, 0.3], [0.2, -0.1, -0.5], [0.2, 0.0, -0.1], [-0.1, -0.3, -0.1], [-0.1, 0.2, 0.2], [0.1, -0.1, 0.2], [-0.3, 0.1, 0.1], [0.0, 0.2, -0.1], [0.0, 0.0, 0.2], [0.0, -0.1, -0.1]], "relative_energy_kj_mol": 320.8, "smiles": "C#CC(=O)[C@H]1CN1", "multiplicity": 1, "homo_lumo_gap_ha": 0.37301, "total_charge": 0}

=====

Record 10
{"formula": "C5H5NO", "method": "wB97M-V/def2-TZVPD", "species": ["C", "C", "C", "C", "N", "C", "O", "H", "H", "H", "H", "H"], "xyz": [[-2.4416, 0.1239, 0.0151], [-1.2720, -0.3391, -0.1829], [-0.0193, -0.5920, -0.6999], [0.9437, -1.0929, 0.3014], [1.2013, 0.1118, -0.4093], [1.0710, 1.5386, -0.0665], [-0.2686, 2.0264, -0.2071], [-3.1825, 0.6276, 0.5364], [-0.2369, -1.3131, -1.3943], [0.7989, -1.0159, 1.5187], [1.5330, -1.9459, 0.0447], [1.8729, 1.8706, 0.5438]], "forces_ev_per_a": [[6.7, -3.0, -0.9], [-8.5, 4.4, 1.9], [0.6, -1.2, 2.2], [1.0, 0.0, 4.9], [-0.3, 3.8, -1.8], [-10.0, -2.4, -0.5], [9.7, -1.6, 0.5], [-1.3, 0.4, 0.4], [1.0, -1.2, -3.1], [-0.1, -0.1, -3.3], [0.6, -0.3, -0.2], [0.7, 1.1, 0.2]], "relative_energy_kj_mol": 670.8, "smiles": "C#C[C@@H]1CN1C=O", "multiplicity": 1, "homo_lumo_gap_ha": 0.32620, "total_charge": 0}

=====

Record 11
{"formula": "C5H5NO", "method": "wB97M-V/def2-TZVPD", "species": ["O", "C", "C", "C", "C", "C", "N", "H", "H", "H", "H", "H"], "xyz": [[1.1613, 2.0404, -0.5159], [0.4566, 1.1165, -0.2321], [0.7485, -0.3503, 0.2359], [2.1081, -0.8369, 0.0165], [-0.9728, 0.7896, -0.5544], [-0.7232, -0.6491, -0.1945], [-1.6329, 0.1702, 0.5745], [2.1487, -1.9354, -0.1368], [-1.5312, 1.2250, -1.3710], [0.7369, -0.5315, 1.3299], [-1.1671, -1.5270, -0.6486], [-1.3330, 0.4886, 1.4965]], "forces_ev_per_a": [[-0.3, -0.5, 0.3], [0.2, 0.5, -0.1], [0.3, 0.0, 0.1], [-0.6, -0.2, 0.2], [-0.1, 0.2, -0.4], [-0.2, -0.3, -0.1], [-0.1, 0.0, 0.2], [-0.4, 0.2, -0.1], [-0.2, 0.0, 0.1], [0.6, 0.3, 0.3], [0.3, 0.1, -0.1], [0.3, -0.1, -0.3]], "relative_energy_kj_mol": 601.5, "multiplicity": 1, "homo_lumo_gap_ha": [0.30034, 0.30031], "total_charge": 0}

=====

Record 12
{"formula": "C5H5NO", "method": "wB97M-V/def2-TZVPD", "species": ["N", "C", "C", "C", "C", "O", "C", "H", "H", "H", "H", "H"], "xyz": [[-2.0933, -2.0197, 1.0058], [-1.2136, -1.4832, 0.4747], [-0.0719, -0.8011, -0.1680], [0.7802, 0.0403, 0.8514], [0.4789, 1.2483, -0.0260], [1.0764, 2.2412, -0.3764], [-0.4246, 0.5330, -0.9603], [0.5046, -1.5521, -0.7127], [1.8369, -0.2243, 0.9445], [0.3204, 0.1150, 1.8396], [-1.4611, 0.7463, -1.2139], [0.2670, 1.1564, -1.6586]], "forces_ev_per_a": [[1.1, 0.7, -0.6], [-0.7, -0.2, 0.1], [0.2, 0.1, -0.3], [0.1, 0.1, 0.1], [0.5, 1.1, 0.4], [0.2, 0.1, 1.8], [0.1, 0.7, -0.6], [0.0, 0.2, 0.0], [-0.2, 0.1, 0.0], [0.0, -0.1, -0.1], [0.1, 0.1, 0.4], [-1.4, -3.0, -1.3]], "relative_energy_kj_mol": 252.9, "smiles": "N#CC1CC(=O)C1", "multiplicity": 1, "homo_lumo_gap_ha": 0.39383, "total_charge": 0}

=====

What did the tenth record say?
{"formula": "C5H5NO", "method": "wB97M-V/def2-TZVPD", "species": ["C", "C", "C", "C", "N", "C", "O", "H", "H", "H", "H", "H"], "xyz": [[-2.4416, 0.1239, 0.0151], [-1.2720, -0.3391, -0.1829], [-0.0193, -0.5920, -0.6999], [0.9437, -1.0929, 0.3014], [1.2013, 0.1118, -0.4093], [1.0710, 1.5386, -0.0665], [-0.2686, 2.0264, -0.2071], [-3.1825, 0.6276, 0.5364], [-0.2369, -1.3131, -1.3943], [0.7989, -1.0159, 1.5187], [1.5330, -1.9459, 0.0447], [1.8729, 1.8706, 0.5438]], "forces_ev_per_a": [[6.7, -3.0, -0.9], [-8.5, 4.4, 1.9], [0.6, -1.2, 2.2], [1.0, 0.0, 4.9], [-0.3, 3.8, -1.8], [-10.0, -2.4, -0.5], [9.7, -1.6, 0.5], [-1.3, 0.4, 0.4], [1.0, -1.2, -3.1], [-0.1, -0.1, -3.3], [0.6, -0.3, -0.2], [0.7, 1.1, 0.2]], "relative_energy_kj_mol": 670.8, "smiles": "C#C[C@@H]1CN1C=O", "multiplicity": 1, "homo_lumo_gap_ha": 0.32620, "total_charge": 0}

=====

Repeat the ninth record exactly.
{"formula": "C5H5NO", "method": "wB97M-V/def2-TZVPD", "species": ["C", "C", "C", "O", "C", "C", "N", "H", "H", "H", "H", "H"], "xyz": [[2.7060, -0.3762, -0.3481], [1.8569, -0.2587, 0.5014], [0.5146, 0.0834, 0.9647], [0.1086, 0.1156, 2.1039], [-0.3184, 0.4024, -0.2408], [-1.5391, -0.4266, -0.4454], [-1.6368, 0.9707, -0.0728], [3.4371, -0.4590, -1.1214], [0.2778, 0.7158, -1.0935], [-1.7482, -1.1951, 0.2966], [-1.8359, -0.6552, -1.4676], [-1.8227, 1.0830, 0.9230]], "forces_ev_per_a": [[-0.1, 0.0, 0.4], [0.4, 0.0, -0.6], [-0.2, 0.0, 0.3], [0.2, -0.1, -0.5], [0.2, 0.0, -0.1], [-0.1, -0.3, -0.1], [-0.1, 0.2, 0.2], [0.1, -0.1, 0.2], [-0.3, 0.1, 0.1], [0.0, 0.2, -0.1], [0.0, 0.0, 0.2], [0.0, -0.1, -0.1]], "relative_energy_kj_mol": 320.8, "smiles": "C#CC(=O)[C@H]1CN1", "multiplicity": 1, "homo_lumo_gap_ha": 0.37301, "total_charge": 0}